[1]
7 unconnected molecules or ions with the total composition C7H28N14O7. Source: the OMol25 dataset; level of theory: ωB97M-V/def2-TZVPD.

Calculated values
HOMO-LUMO gap in eV: 9.449
LUMO in eV: -0.01
HOMO in eV: -9.46
Energy relative to the best compared isomer or geometry (same formula, charge and spin) in kJ/mol: 144.6
Multiplicity: 1
Net charge: 0
SMILES: NC(N)=O.NC(N)=O.NC(N)=O.NC(N)=O.NC(N)=O.NC(N)=O.NC(N)=O

Structure (XYZ):
```
56
Properties=species:S:1:pos:R:3:nbo_charge:R:1
N 7.66044 3.62538 19.93161 -0.854
C 6.78925 2.97493 20.75499 0.766
N 5.60123 2.69633 20.11870 -0.886
O 7.01456 2.73889 21.93580 -0.644
H 7.52978 3.50296 18.94787 0.400
H 8.47222 3.95624 20.42807 0.418
H 5.29206 3.42919 19.50815 0.400
H 4.99909 2.11723 20.68171 0.403
N -0.79822 -3.47781 20.84067 -0.860
C 0.25996 -3.64767 21.69398 0.779
N -0.17101 -4.07324 22.93718 -0.847
O 1.38248 -3.29568 21.36671 -0.668
H -1.64467 -4.01430 20.83376 0.385
H -0.53948 -3.06246 19.95805 0.420
H -1.06492 -4.51952 22.97883 0.385
H 0.48804 -4.20164 23.68340 0.404
N 7.19388 0.07519 18.48538 -0.866
C 8.27472 -0.45125 17.82745 0.762
N 8.37737 -1.79063 18.08109 -0.860
O 8.93073 0.12144 16.97134 -0.629
H 6.52142 -0.45860 18.99150 0.390
H 7.13085 1.06911 18.34517 0.407
H 9.02543 -2.33468 17.54140 0.412
H 7.81210 -2.18453 18.80576 0.383
N -0.60597 -0.66588 16.65675 -0.857
C -1.41328 -1.66478 17.17941 0.791
N -2.71275 -1.57930 16.75235 -0.835
O -0.92619 -2.48987 17.93672 -0.691
H -0.99763 -0.09942 15.93039 0.382
H 0.39282 -0.79511 16.75952 0.428
H -2.94438 -0.94432 16.01082 0.383
H -3.16903 -2.47145 16.61844 0.403
N 3.61058 -0.00251 17.82787 -0.840
C 2.64480 -0.91018 17.52082 0.782
N 1.82182 -1.19175 18.56285 -0.843
O 2.39336 -1.20290 16.33397 -0.750
H 4.10523 0.30720 17.00428 0.435
H 3.89455 -0.00549 18.78771 0.390
H 1.03824 -1.79675 18.34949 0.423
H 1.89414 -0.88454 19.51255 0.413
N 4.39432 -0.28687 13.76796 -0.857
C 5.49388 -0.16564 14.53127 0.761
N 5.54368 -1.07511 15.56655 -0.869
O 6.42028 0.59360 14.27660 -0.645
H 4.43122 -0.04559 12.79384 0.405
H 3.57239 -0.81732 14.01405 0.408
H 6.31087 -1.24836 16.18841 0.411
H 4.80946 -1.76151 15.60873 0.385
N 1.96395 -3.06080 14.32346 -0.850
C 1.01981 -3.23591 13.37466 0.767
N -0.15004 -2.55712 13.56026 -0.861
O 1.20999 -3.94901 12.38911 -0.667
H 1.67870 -2.66862 15.21125 0.414
H 2.71633 -3.72599 14.31434 0.402
H -0.85808 -2.78695 12.88193 0.398
H -0.53648 -2.11443 14.37382 0.387
```

***

[2]
A molecular structure, C7H28N14O7Tl. Source: the OMol25 dataset; level of theory: ωB97M-V/def2-TZVPD.

Calculated values
HOMO-LUMO gap in eV: 3.000
LUMO in eV: -14.17
HOMO in eV: -17.17
Energy relative to the best compared isomer or geometry (same formula, charge and spin) in kJ/mol: 559.1
Multiplicity: 1
Net charge: +3

Structure (XYZ):
```
57
Properties=species:S:1:pos:R:3:nbo_charge:R:1
Tl -0.01948 0.67069 -0.79616 1.446
C 0.83213 -2.87458 -2.61810 0.784
O 0.97278 -1.68601 -2.34001 -0.646
N -0.27126 -3.60008 -2.66000 -0.802
N 1.86508 -3.69332 -2.80093 -0.795
H -0.32422 -4.60753 -2.70826 0.422
H -1.11814 -3.11639 -2.39745 0.396
H 1.57214 -4.63713 -3.00951 0.393
H 2.52734 -3.57636 -2.04739 0.398
C 1.41955 1.11163 2.96955 0.773
O 1.29275 1.39119 1.79217 -0.604
N 0.79381 1.62754 4.02099 -0.808
N 2.22347 0.19498 3.32617 -0.788
H 0.91865 1.37456 4.99079 0.421
H 0.19846 2.41695 3.81484 0.412
H 2.16335 -0.27725 4.21695 0.407
H 2.45006 -0.24040 2.44345 0.418
C 3.89898 -0.25393 -0.56516 0.731
O 2.70684 -0.20031 -0.36496 -0.600
N 4.78302 0.37829 0.07413 -0.764
N 4.37769 -0.88747 -1.52445 -0.739
H 4.65056 1.08762 0.78082 0.425
H 5.77556 0.29823 -0.09484 0.411
H 5.38075 -0.90948 -1.64057 0.416
H 3.69940 -1.37022 -2.09627 0.423
C -0.73254 3.43031 -3.58417 0.773
O -0.33707 2.95938 -2.58305 -0.620
N -1.80515 3.19338 -4.26879 -0.790
N 0.12528 4.10363 -4.40041 -0.777
H -2.06669 3.82920 -5.00867 0.410
H -2.60253 2.71207 -3.87812 0.405
H 1.05659 4.24781 -4.03711 0.423
H -0.24004 4.33129 -5.31409 0.409
C -2.05859 -0.29824 2.62344 0.774
O -1.59187 0.47722 1.69820 -0.655
N -2.64375 -1.42144 2.36485 -0.763
N -2.14313 -0.11677 3.93370 -0.806
H -2.80592 -1.96298 3.20183 0.405
H -2.60975 -1.74846 1.40986 0.409
H -1.82739 0.81809 4.14918 0.419
H -2.53120 -0.78877 4.58017 0.426
C -3.69401 2.34764 -0.66292 0.759
O -2.76054 1.76783 -1.09465 -0.616
N -4.84143 2.40301 -1.22102 -0.767
N -3.60369 3.07232 0.42577 -0.789
H -4.91640 1.92646 -2.10836 0.408
H -5.66300 2.92942 -0.96023 0.434
H -2.68894 3.11745 0.85154 0.402
H -4.07635 3.96323 0.48031 0.411
C 0.54271 -2.48303 1.47181 0.758
O 0.51108 -1.32603 1.14795 -0.626
N -0.01563 -3.39641 0.75898 -0.800
N 1.17781 -2.99543 2.48881 -0.793
H -0.75262 -3.09205 0.13905 0.396
H 0.20554 -4.38124 0.79496 0.417
H 1.08999 -3.97013 2.73853 0.427
H 1.52979 -2.27005 3.09710 0.405
```

***

[3]
A molecular structure, C7H28N16NiO13. Source: the OMol25 dataset; level of theory: ωB97M-V/def2-TZVPD.

Calculated values
HOMO-LUMO gap (spin up / spin down) in eV: 3.699 / 7.667
LUMO (spin up / spin down) in eV: 1.70 / 1.61
HOMO (spin up / spin down) in eV: -2.00 / -6.06
Multiplicity: 4
Net charge: -1

Structure (XYZ):
```
65
Properties=species:S:1:pos:R:3:nbo_charge:R:1
Ni -0.85141 2.34770 1.01575 0.909
N -0.29273 -0.45835 0.13543 0.752
O -1.09057 0.49421 0.17860 -0.612
O -0.72930 -1.55615 0.10133 -0.503
O 0.94135 -0.33500 0.21375 -0.540
N -1.87805 1.07167 3.68531 0.740
O -1.98621 1.61528 2.59112 -0.635
O -0.77886 0.54245 3.87737 -0.562
O -2.75445 1.13385 4.53446 -0.487
C -3.88281 2.82489 -0.35219 0.767
O -2.92233 2.70685 0.36508 -0.708
N -5.08577 2.42760 -0.34001 -0.794
N -3.82208 3.53178 -1.40369 -0.821
H -5.55177 2.20846 0.52885 0.408
H -5.74657 2.70997 -1.04974 0.389
H -3.07053 4.15373 -1.66531 0.403
H -4.35665 3.22977 -2.20564 0.366
C 0.97824 -3.86123 -2.32760 0.765
O 1.35845 -4.62981 -3.18101 -0.680
N -0.27818 -3.60739 -2.00827 -0.865
N 1.78265 -3.12904 -1.56912 -0.855
H -0.84046 -4.22772 -2.57319 0.399
H -0.60785 -2.89779 -1.36961 0.419
H 1.42548 -2.41882 -0.94612 0.400
H 2.76985 -3.32811 -1.64599 0.397
C 2.54661 -2.09550 4.21540 0.743
O 3.60511 -2.61376 4.14168 -0.692
N 1.86787 -1.58752 3.25505 -0.816
N 1.92395 -1.81169 5.30401 -0.830
H 2.17482 -1.44058 2.30411 0.403
H 0.98637 -1.18267 3.53640 0.399
H 1.00041 -1.40403 5.33550 0.399
H 2.42956 -1.91185 6.17258 0.389
C -4.43641 -1.92346 0.73015 0.752
O -5.53857 -2.34392 1.00345 -0.688
N -3.90832 -0.73460 0.97937 -0.832
N -3.54767 -2.52271 0.03459 -0.842
H -3.13113 -0.45737 0.39694 0.400
H -4.47396 -0.02547 1.42355 0.393
H -2.61248 -2.14145 0.02170 0.403
H -3.72687 -3.31888 -0.56046 0.386
C 5.33508 0.13155 1.67925 0.756
O 5.49281 1.30328 2.08551 -0.680
N 4.27978 -0.40705 1.04685 -0.854
N 6.16909 -0.80938 1.95887 -0.818
H 3.50121 0.22569 0.93042 0.419
H 4.27202 -1.35844 0.70788 0.391
H 6.84631 -0.58683 2.67437 0.404
H 6.26110 -1.66329 1.42739 0.383
C -0.18898 3.41298 -1.87229 0.768
O -0.07527 2.99198 -0.75220 -0.744
N -1.03322 2.96083 -2.71806 -0.805
N 0.41118 4.38913 -2.46529 -0.817
H -1.52370 2.08028 -2.65350 0.410
H -0.85603 3.26764 -3.66387 0.375
H 1.03393 4.88236 -1.84158 0.411
H 0.13013 4.78936 -3.34899 0.393
C 1.29480 0.26438 -3.73654 0.736
O 0.86425 0.62495 -4.81739 -0.716
N 2.44735 0.61801 -3.35052 -0.814
N 0.73632 -0.46006 -2.85293 -0.809
H 2.69329 0.68289 -2.37307 0.393
H 3.01392 1.13762 -4.00557 0.396
H 1.24936 -0.80801 -2.05555 0.404
H -0.24333 -0.70341 -2.88704 0.397
```

***

[4]
7 unconnected molecules or ions with the total composition C7H28N8O7. Source: the OMol25 dataset; level of theory: ωB97M-V/def2-TZVPD.

Calculated values
HOMO-LUMO gap in eV: 10.058
LUMO in eV: 0.30
HOMO in eV: -9.75
Energy relative to the best compared isomer or geometry (same formula, charge and spin) in kJ/mol: 109.6
Multiplicity: 1
Net charge: 0
SMILES: NC(N)=O.NC(N)=O.NC(N)=O.NC(N)=O.CO.CO.CO

Structure (XYZ):
```
50
Properties=species:S:1:pos:R:3:nbo_charge:R:1
N -5.22718 -0.08028 1.78155 -0.847
C -4.24564 -0.67038 1.03624 0.776
N -3.93353 0.00100 -0.08515 -0.856
O -3.70782 -1.73537 1.35866 -0.700
H -5.46854 0.87728 1.62989 0.392
H -5.59541 -0.62047 2.54294 0.408
H -4.57429 0.62138 -0.54444 0.384
H -3.15069 -0.28491 -0.66131 0.433
N -0.32219 -2.68447 -1.93590 -0.825
C -1.61506 -2.30627 -1.78328 0.795
N -2.46525 -3.30016 -1.43172 -0.809
O -1.99292 -1.12564 -1.87523 -0.748
H 0.34843 -1.97353 -2.15736 0.407
H -0.02847 -3.62370 -1.75562 0.399
H -3.39030 -3.08163 -1.11125 0.429
H -2.03977 -4.20109 -1.33438 0.390
N 3.42766 -2.52706 1.58818 -0.851
C 3.77590 -1.88547 0.42865 0.765
N 2.76050 -1.35630 -0.29023 -0.862
O 4.92593 -1.86720 -0.00398 -0.666
H 2.46593 -2.50941 1.87557 0.390
H 4.06453 -3.21944 1.93142 0.412
H 1.84812 -1.22541 0.12281 0.401
H 2.92983 -1.02423 -1.21942 0.406
N 4.68920 4.34893 2.05694 -0.850
C 4.35201 4.10577 0.74520 0.767
N 4.11863 2.79690 0.46843 -0.859
O 4.11424 5.03681 -0.02281 -0.662
H 4.90854 3.55085 2.61778 0.386
H 4.88746 5.31494 2.24867 0.413
H 4.59135 2.04663 0.93071 0.399
H 3.58235 2.66597 -0.37280 0.407
C -1.54630 2.83030 -3.26703 -0.258
O -2.65601 3.67555 -3.46219 -0.713
H -1.74115 1.75123 -3.20525 0.166
H -0.88318 2.81551 -4.13363 0.183
H -0.98497 3.14130 -2.38379 0.160
H -3.19407 3.66826 -2.66774 0.463
C 0.32486 1.22169 -0.14270 -0.262
O -0.40401 0.04026 0.24150 -0.771
H 0.18908 1.52035 -1.17888 0.178
H 0.21091 1.98345 0.62532 0.189
H 1.36115 0.87881 -0.03811 0.157
H -0.84899 -0.28177 -0.55934 0.491
C -0.42075 -2.21874 2.52761 -0.238
O -1.22696 -2.75893 1.49086 -0.744
H -0.97056 -1.57066 3.20739 0.180
H 0.09806 -3.07947 2.95434 0.168
H 0.41173 -1.66052 2.07092 0.134
H -1.75240 -2.02064 1.14197 0.492
```